No. 1
124
Properties=species:S:1:pos:R:3:forces:R:3 method="wB97M-V/def2-TZVPD" charge=+1 e_tot_ev=-119772.5780 lumo_ha=-0.1440
C -2.406 2.825 9.799 -1.14 0.18 -0.09
C -2.566 2.720 8.172 5.16 2.19 -4.06
O -1.534 3.203 7.427 -6.77 -3.44 4.60
O -3.679 2.114 7.428 1.70 2.05 3.18
C -4.985 2.380 8.047 -2.27 0.24 -0.14
C -5.708 1.021 8.643 -0.39 0.27 -0.45
C -5.241 -0.370 7.871 -1.31 -0.85 0.32
C -4.358 -1.388 8.834 0.05 0.46 -0.49
C -2.726 -1.251 8.619 0.43 -0.23 1.70
C -2.033 -2.578 7.917 -0.04 -0.17 -1.27
C -1.180 -2.197 6.530 -0.51 0.29 0.69
C -2.270 -1.399 5.566 1.44 0.40 0.29
C -2.013 -1.600 3.959 -1.98 0.13 0.01
N -3.318 -1.388 3.161 7.58 -1.68 -2.82
C -2.897 -1.560 1.708 4.68 -0.90 2.39
C -1.269 -1.911 1.745 -4.25 0.98 0.69
N -0.755 -1.946 3.168 -8.14 1.88 -1.30
H -2.445 3.979 10.099 0.18 -2.58 -0.83
H -1.360 2.382 10.109 -2.23 0.89 -0.85
H -3.302 2.285 10.367 2.08 1.06 -1.28
H -4.978 3.280 8.826 0.27 -2.12 -1.57
H -5.698 2.757 7.166 1.80 -0.81 1.78
H -6.876 1.174 8.454 2.60 -0.31 0.45
H -5.586 0.914 9.803 0.01 0.17 -2.24
H -6.258 -0.955 7.648 2.18 1.27 0.43
H -4.751 -0.186 6.819 -0.78 -0.11 2.20
H -4.633 -2.508 8.579 0.37 2.31 0.71
H -4.678 -1.119 9.951 0.85 -0.87 -2.46
H -2.431 -0.234 8.107 -0.65 -2.09 0.81
H -2.265 -1.200 9.719 -0.88 0.00 -2.45
H -1.329 -3.178 8.638 -1.47 1.31 -1.33
H -2.892 -3.313 7.539 1.80 1.47 0.96
H -0.276 -1.481 6.803 -1.93 -1.47 -0.68
H -0.749 -3.168 6.026 -1.00 1.86 0.97
H -2.132 -0.249 5.819 -0.36 -2.24 -0.84
H -3.376 -1.666 5.917 2.38 0.30 -1.34
H -4.279 -1.172 3.509 1.46 -0.26 -0.08
H -3.598 -1.467 0.759 1.73 -0.21 2.44
H -0.635 -2.089 0.777 -1.21 0.34 2.41
H 0.190 -2.145 3.573 -1.38 0.34 -0.55
C -0.936 3.703 2.306 -0.07 0.27 -0.12
C -0.747 2.405 1.543 0.51 0.23 0.59
O -1.538 2.403 0.345 0.13 0.46 -1.83
C -1.016 3.087 -0.724 2.50 0.54 2.25
O 0.058 3.684 -0.695 -2.80 -1.41 -0.58
C -1.928 2.961 -1.942 -1.59 0.28 -2.18
F -3.243 3.168 -1.640 1.27 -0.16 0.16
F -1.861 1.721 -2.508 0.28 0.75 0.77
F -1.624 3.847 -2.931 0.07 -0.89 1.56
H -1.998 3.881 2.505 0.14 -0.14 0.07
H -0.397 3.676 3.257 -0.08 -0.04 -0.13
H -0.574 4.559 1.728 0.08 -0.18 0.08
H -1.096 1.567 2.156 -0.20 0.01 -0.34
H 0.308 2.219 1.314 -0.49 0.18 -0.25
C -2.082 4.777 -5.743 -0.32 0.23 0.27
C -1.475 5.605 -6.861 0.46 -0.42 0.48
O -2.497 6.077 -7.752 -1.27 1.70 -0.08
C -3.197 7.182 -7.337 2.21 -0.55 2.45
O -2.995 7.757 -6.270 -0.89 -1.02 -2.71
C -4.211 7.606 -8.397 -1.93 0.77 -1.71
F -4.926 6.555 -8.893 0.84 0.63 0.70
F -3.615 8.199 -9.470 -0.06 -0.55 1.11
F -5.129 8.499 -7.930 1.20 -0.94 -0.01
H -2.688 3.962 -6.153 0.21 0.01 -0.02
H -1.300 4.351 -5.107 -0.38 0.33 -0.26
H -2.744 5.381 -5.116 0.16 0.02 -0.07
H -0.800 4.979 -7.454 -0.70 0.49 -0.09
H -0.882 6.440 -6.471 -0.31 0.00 -0.07
C 5.618 1.281 -0.215 -0.10 -0.26 0.25
C 5.306 2.744 0.042 0.71 -0.18 -0.57
O 4.157 2.874 0.893 -0.41 0.03 2.10
C 4.376 2.703 2.236 3.18 -0.39 -1.46
O 5.476 2.446 2.721 -3.01 0.62 -0.63
C 3.087 2.918 3.025 -1.78 0.58 1.63
F 2.017 2.275 2.473 1.14 0.22 0.23
F 2.742 4.236 3.094 0.63 -1.13 -0.33
F 3.169 2.478 4.312 0.34 0.27 -1.45
H 4.740 0.765 -0.617 0.11 0.15 -0.09
H 6.445 1.180 -0.924 -0.12 0.06 0.08
H 5.893 0.766 0.711 0.09 0.14 -0.12
H 5.059 3.236 -0.904 -0.28 0.01 0.35
H 6.167 3.273 0.467 -0.27 -0.15 0.15
C 0.374 -5.159 -4.102 -0.04 0.03 0.01
C 0.108 -3.759 -3.580 -0.58 -0.39 -0.86
O 1.017 -3.434 -2.517 1.94 0.89 0.26
C 2.273 -3.034 -2.897 -1.59 -0.59 -2.98
O 2.639 -2.952 -4.068 -0.38 0.03 3.08
C 3.116 -2.672 -1.677 1.86 0.28 1.87
F 3.024 -3.598 -0.678 -0.23 0.60 -1.06
F 2.739 -1.482 -1.127 -0.10 -0.78 -0.69
F 4.444 -2.556 -1.961 -1.60 -0.18 -0.18
H 0.340 -5.887 -3.285 -0.48 0.52 -0.40
H -0.366 -5.437 -4.858 0.04 0.14 0.09
H 1.369 -5.231 -4.551 -0.25 0.11 -0.03
H -0.902 -3.711 -3.160 0.34 0.11 0.24
H 0.160 -3.011 -4.379 0.23 -0.07 0.24
C 4.748 0.688 -6.105 0.07 0.29 -0.20
C 3.331 0.327 -5.696 0.61 -0.65 -0.10
O 2.523 1.508 -5.574 -1.19 1.15 -1.21
C 2.034 2.028 -6.745 1.76 -2.75 -1.12
O 2.257 1.545 -7.853 -0.90 1.62 2.54
C 1.154 3.245 -6.468 -1.13 2.12 0.40
F 1.719 4.113 -5.579 -0.21 -1.02 -0.77
F -0.054 2.895 -5.942 1.36 -0.51 -0.56
F 0.885 3.975 -7.588 0.90 -1.32 0.78
H 5.175 1.417 -5.409 -0.06 -0.20 0.02
H 5.384 -0.202 -6.122 -0.13 0.09 0.04
H 4.769 1.147 -7.098 -0.04 -0.18 0.09
H 3.346 -0.151 -4.711 -0.24 0.33 -0.09
H 2.877 -0.386 -6.394 0.00 0.32 0.03
C 4.863 -9.730 -6.205 -0.10 -0.27 0.25
C 4.551 -8.267 -5.948 0.73 -0.22 -0.58
O 3.401 -8.136 -5.098 -0.42 0.11 2.10
C 3.621 -8.307 -3.755 3.17 -0.42 -1.42
O 4.720 -8.564 -3.270 -3.00 0.66 -0.64
C 2.331 -8.092 -2.966 -1.99 -0.25 1.50
F 1.262 -8.735 -3.518 1.17 0.50 0.19
F 1.986 -6.774 -2.896 1.33 -1.36 0.09
F 2.413 -8.532 -1.679 0.39 0.38 -1.44
H 3.985 -10.245 -6.608 0.13 0.16 -0.08
H 5.689 -9.830 -6.915 -0.13 0.07 0.08
H 5.137 -10.245 -5.280 0.07 0.14 -0.12
H 4.304 -7.774 -6.894 -0.28 0.00 0.35
H 5.411 -7.737 -5.524 -0.26 -0.15 0.15

No. 2
125
Properties=species:S:1:pos:R:3:forces:R:3 method="wB97M-V/def2-TZVPD" charge=-1 e_tot_ev=-90970.6291 relative_energy_kj_mol=203.91 lumo_ha=0.0868
P 0.955 -0.848 -1.338 1.05 0.21 -1.30
F 1.193 -1.324 -2.878 -0.15 0.35 -0.10
F -0.121 0.285 -1.804 0.22 -0.47 0.35
F -0.246 -1.990 -1.300 0.34 1.01 0.73
F 0.731 -0.442 0.258 0.38 0.38 -1.79
F 2.024 -1.962 -0.874 -0.12 0.15 0.31
F 2.164 0.264 -1.574 -1.08 -0.84 0.99
C -5.480 4.405 4.721 0.94 -0.36 -0.67
O -4.599 3.408 4.170 0.16 0.28 0.66
C -3.473 3.033 5.028 -1.21 0.52 -0.43
C -2.377 2.463 4.165 0.90 -1.37 0.42
N -1.662 3.414 3.364 0.64 0.04 -1.16
C -0.496 2.764 2.672 0.33 1.99 0.50
C 0.294 3.815 1.840 -1.18 -0.97 -0.04
O -0.483 4.296 0.767 -1.43 0.02 -1.33
C -0.971 3.346 -0.274 1.92 0.11 1.40
H -5.773 4.223 5.755 -0.07 -0.33 0.08
H -6.352 4.451 4.069 -0.02 -0.17 0.14
H -4.997 5.381 4.681 0.13 0.18 0.08
H -3.876 2.343 5.770 0.24 -0.46 -0.03
H -3.146 3.903 5.597 0.29 0.27 -0.20
H -2.695 1.603 3.576 -0.93 -0.04 -0.35
H -1.589 1.942 4.708 -0.17 0.22 1.09
H -2.311 3.653 2.628 0.04 0.62 -0.31
H -0.797 1.925 2.045 0.12 -0.20 0.05
H 0.245 2.466 3.414 -0.31 -0.51 0.29
H 1.254 3.391 1.547 0.08 -0.39 -0.52
H 0.564 4.695 2.423 -0.39 -0.01 0.23
H -0.035 2.932 -0.649 -0.21 -0.13 -0.77
H -1.571 3.847 -1.034 0.38 0.39 0.29
H -1.536 2.482 0.076 -0.24 0.22 0.54
C -4.087 4.337 -3.788 -0.08 1.63 -0.39
O -3.026 4.262 -4.738 0.61 -1.72 1.44
C -3.381 4.358 -6.083 -0.29 1.22 -0.50
C -2.378 3.656 -7.018 -0.64 1.57 1.38
N -2.434 2.288 -6.773 -1.37 -2.48 -0.13
C -1.634 1.494 -7.645 1.73 -1.21 -0.18
C -1.652 -0.014 -7.320 0.27 1.36 1.03
O -1.092 -0.164 -5.994 -0.28 0.19 -0.65
C -0.878 -1.525 -5.660 -0.39 -0.25 0.10
H -4.978 3.746 -3.998 0.15 -0.24 -0.42
H -4.344 5.396 -3.780 -0.76 0.24 -0.04
H -3.834 4.187 -2.738 0.91 -0.67 -0.34
H -3.383 5.422 -6.321 0.04 0.43 -0.32
H -4.419 4.054 -6.215 -0.01 -0.61 -0.30
H -1.382 4.002 -6.740 0.36 0.75 -0.34
H -2.619 3.921 -8.047 0.05 -0.08 -0.05
H -2.123 2.099 -5.831 -0.10 -0.05 0.22
H -0.602 1.828 -7.542 0.66 -0.09 -0.07
H -1.806 1.585 -8.718 -0.81 0.34 -0.01
H -1.078 -0.578 -8.055 0.15 -0.03 -0.05
H -2.700 -0.309 -7.373 -0.16 -0.51 0.30
H -1.791 -2.052 -5.936 0.19 -0.57 -0.16
H -0.716 -1.720 -4.600 -0.18 0.78 0.18
H 0.029 -1.924 -6.115 -0.11 -0.08 -0.57
C 3.985 -0.599 1.084 0.48 -0.32 -0.35
O 4.890 -0.265 2.100 1.08 0.11 1.47
C 5.967 -1.194 2.363 0.66 2.05 -0.87
C 7.079 -0.446 3.212 -0.77 -0.43 0.51
N 6.849 -0.459 4.660 -0.33 0.17 0.28
C 7.752 0.328 5.497 1.02 -1.38 0.11
C 7.065 0.684 6.772 -0.97 1.94 -1.51
O 5.939 1.545 6.409 -1.24 -0.24 2.01
C 6.220 2.755 5.704 1.24 -1.41 -0.30
H 3.351 0.265 0.885 -0.27 -0.27 0.45
H 3.459 -1.514 1.359 -0.48 0.12 -0.20
H 4.506 -0.760 0.140 0.20 -0.30 -0.21
H 6.460 -1.349 1.403 0.10 -0.28 -0.32
H 5.621 -2.177 2.684 -0.03 0.13 0.64
H 7.129 0.605 2.928 -0.18 0.09 -0.81
H 8.070 -0.858 3.020 -0.08 -0.34 -0.13
H 5.961 -0.005 4.814 -0.53 -0.20 -0.10
H 8.228 1.202 5.053 -0.13 0.17 -0.42
H 8.556 -0.301 5.879 0.55 -0.29 -0.50
H 7.744 1.258 7.403 0.05 -0.22 0.38
H 6.702 -0.249 7.203 -0.38 0.46 0.36
H 7.221 3.069 5.999 0.40 0.08 -0.58
H 5.633 3.663 5.839 -0.92 -0.71 0.66
H 6.120 2.389 4.682 0.53 1.06 -0.55
C -4.076 -4.048 0.169 0.79 0.97 -1.21
C -2.701 -3.688 -0.491 1.11 -0.49 1.47
O -2.210 -4.700 -1.280 -1.62 -2.39 -2.37
O -3.984 -4.795 1.361 0.49 0.01 0.63
H -4.746 -4.607 -0.484 0.36 0.02 -0.72
H -4.557 -3.079 0.303 -0.16 0.20 0.52
H -1.823 -3.692 0.155 -0.99 1.26 1.89
H -2.646 -2.719 -0.988 -0.85 0.08 -0.06
H -1.334 -4.526 -1.632 0.49 0.07 -0.06
H -4.826 -4.708 1.813 -0.01 -0.08 0.04
C 2.903 -4.634 1.307 0.06 -0.33 0.25
C 1.863 -5.742 1.182 -0.27 0.71 -0.46
O 1.914 -6.239 -0.158 -0.64 -0.31 0.44
O 4.193 -5.121 0.921 0.07 -0.02 -0.27
H 2.966 -4.220 2.313 -0.25 0.04 0.13
H 2.667 -3.830 0.609 -0.02 -0.07 0.03
H 0.861 -5.349 1.352 -0.05 0.35 -0.34
H 1.906 -6.521 1.944 0.74 -0.38 -0.05
H 2.829 -6.413 -0.393 0.26 0.15 0.10
H 4.476 -5.785 1.555 0.01 -0.02 0.17
C -2.586 -1.989 3.000 -0.53 -0.28 -0.14
C -1.724 -1.253 1.976 0.00 -0.14 1.56
O -0.654 -2.065 1.604 -0.10 -0.86 -0.08
O -1.971 -2.089 4.300 -0.02 0.13 -0.43
H -2.847 -3.005 2.702 0.38 -0.07 -0.61
H -3.564 -1.523 3.121 -0.06 0.63 -0.09
H -1.297 -0.405 2.512 -0.17 0.55 0.18
H -2.285 -0.853 1.132 -0.34 -0.27 -0.14
H -0.196 -1.574 0.917 0.18 -0.30 0.18
H -2.331 -2.912 4.637 0.28 0.04 0.33
C -3.987 0.209 -3.430 1.05 0.75 1.07
C -3.382 -0.659 -2.300 -1.43 0.79 -0.89
O -2.859 0.191 -1.297 0.09 -0.61 -0.29
O -4.559 -0.619 -4.374 -0.50 -0.78 -1.03
H -3.168 0.813 -3.819 0.46 -0.15 -0.40
H -4.676 0.990 -3.110 -0.46 -0.23 0.71
H -2.660 -1.308 -2.796 0.38 0.01 0.28
H -4.153 -1.311 -1.891 -0.08 0.07 0.18
H -1.934 0.248 -1.545 0.46 0.36 0.42
H -4.651 -0.125 -5.192 0.00 -0.05 -0.11
O 3.844 -0.722 -4.325 0.34 0.13 -0.38
H 4.282 -1.457 -3.896 0.02 -0.15 0.14
H 2.968 -0.706 -3.941 -0.41 0.01 0.28
O 0.390 -4.619 -2.058 -0.22 0.01 -0.46
H 0.495 -3.742 -1.689 0.22 0.51 -0.01
H 0.793 -5.200 -1.413 0.37 -0.49 0.35

No. 3
35
Properties=species:S:1:pos:R:3:forces:R:3 method="wB97M-V/def2-TZVPD" multiplicity=8 e_tot_ev=-52898.9248 relative_energy_kj_mol=613.63 lumo_ha="-0.0042 / -0.0037"
H 1.415 3.491 1.267 -0.04 0.06 -0.55
N 0.995 1.893 -0.061 0.07 0.88 -0.61
B 0.410 0.466 -2.088 -0.58 -0.50 0.90
N 0.761 1.798 -1.419 0.65 0.70 1.93
C 0.865 3.010 -1.972 -0.04 0.22 1.23
Eu 1.878 0.616 1.830 -0.62 -0.58 0.09
H 0.682 3.089 -3.020 0.02 0.35 -0.38
C 1.152 3.944 -0.968 -0.08 -0.79 0.07
H 1.230 4.996 -1.084 0.16 0.56 -0.08
C 1.242 3.193 0.228 -0.63 -0.77 -1.67
H 0.418 0.572 -3.268 0.14 0.04 -0.36
C -1.975 -2.049 3.591 -0.63 -1.06 0.08
H -1.924 -2.403 4.628 0.10 -0.08 -0.41
H -1.384 -2.640 2.880 0.14 0.39 0.30
H -3.006 -2.069 3.234 -0.15 0.07 0.12
N -1.002 0.014 -1.620 -0.48 -0.33 1.02
N 1.429 -0.600 -1.611 1.21 -0.37 1.18
N -1.168 -0.206 -0.275 -0.44 0.07 -0.39
N 1.812 -0.817 -0.294 0.06 -0.82 -0.69
C -2.162 -0.215 -2.293 -0.36 -0.17 1.65
C 1.998 -1.523 -2.400 -0.10 -0.26 0.82
H -2.222 -0.090 -3.361 -0.02 -0.02 0.00
H 1.786 -1.479 -3.459 0.19 -0.22 0.08
C -3.132 -0.580 -1.335 0.98 0.27 -0.34
C 2.723 -2.413 -1.607 -0.25 0.05 0.04
C -2.444 -0.552 -0.089 0.40 0.23 -1.50
C 2.565 -1.947 -0.281 -0.74 1.00 -1.38
H -4.164 -0.828 -1.514 -0.01 0.00 -0.05
H 3.222 -3.302 -1.959 0.09 0.10 0.12
H -2.826 -0.769 0.903 0.12 0.04 -0.22
H 2.905 -2.361 0.668 0.04 0.17 -0.39
H -2.028 -0.192 4.866 -0.51 0.03 0.50
S -1.512 -0.209 3.587 3.48 0.24 0.49
C 0.158 -0.060 4.065 -2.57 1.05 -1.60
N 1.302 0.221 4.230 0.41 -0.55 0.02